No. 1
A molecular structure, C44H45AsO6SSbV in a non-equilibrium geometry. Source: OMol25; level of theory: ωB97M-V/def2-TZVPD.

Cartesian coordinates (Å):
V  0.19068  -0.06428  -1.12290
C  -4.51671  -0.04022  -1.56155
C  -4.37401  0.87951  -0.35006
C  -5.73852  1.06268  0.32899
C  -3.36976  0.40089  0.68226
C  -2.61202  1.34317  1.36871
C  -1.75035  0.96538  2.38696
C  -1.60468  -0.37331  2.73668
C  -0.70901  -0.79486  3.87182
C  -2.34175  -1.31566  2.03004
C  -3.21835  -0.93597  1.02571
H  -5.09166  0.45872  -2.34490
H  -5.03328  -0.96696  -1.29894
H  -3.53628  -0.29774  -1.94700
H  -4.02246  1.85032  -0.71154
H  -6.09584  0.10154  0.70696
H  -6.47628  1.45084  -0.37879
H  -5.66259  1.75238  1.17167
H  -2.69092  2.38782  1.09210
H  -1.17875  1.71881  2.91731
H  -1.29911  -0.99920  4.77041
H  0.01466  -0.01480  4.10146
H  -0.15857  -1.69857  3.61083
H  -2.23064  -2.36791  2.26978
H  -3.77328  -1.70083  0.49588
O  -2.14941  3.11664  -2.67923
As  -0.46643  2.19028  -2.43920
O  1.50129  0.81575  -2.18164
O  -0.83438  1.52254  -0.93410
C  -0.88964  0.89637  -3.93123
C  -0.92907  1.58701  -5.14495
C  -1.05957  0.94962  -6.36515
C  -1.08849  -0.43948  -6.41126
C  -1.00236  -1.15533  -5.23384
C  -0.93923  -0.50182  -4.00360
S  -0.83835  -1.64333  -2.62000
O  -1.48501  -2.85250  -3.06693
O  0.59294  -1.79165  -2.32900
O  -1.49891  -1.07648  -1.42598
H  -2.60406  2.77157  -3.45533
H  -0.84082  2.66940  -5.10438
H  -1.12229  1.52779  -7.27921
H  -1.15924  -0.95746  -7.35930
H  -0.99704  -2.23651  -5.22785
C  5.49259  2.11901  -3.12567
C  4.81439  1.20192  -4.11026
C  5.08418  1.35458  -5.46961
C  4.47015  0.55836  -6.42527
C  3.56154  -0.40858  -6.02564
C  3.29473  -0.57165  -4.67460
C  3.91303  0.21055  -3.69840
Sb  3.01479  -0.27646  -1.70001
C  3.91567  1.31298  -0.44500
C  3.25877  2.52077  -0.24864
C  3.75214  3.46331  0.64495
C  4.89662  3.18401  1.37576
C  5.53373  1.95956  1.21667
C  5.05609  1.01751  0.31091
C  5.72924  -0.32188  0.15666
C  3.38979  -3.30168  -1.67426
C  2.35178  -3.83648  -0.91209
C  2.04734  -5.19475  -0.93677
C  2.78262  -6.05138  -1.74762
C  3.81560  -5.54262  -2.52127
C  4.12375  -4.17751  -2.48437
C  5.27307  -3.66053  -3.32233
H  6.22072  2.75848  -3.62877
H  5.99738  1.54953  -2.34590
H  4.75073  2.74855  -2.63471
H  5.78874  2.11899  -5.78535
H  4.69167  0.70220  -7.47711
H  3.06631  -1.02870  -6.76417
H  2.57892  -1.32353  -4.35135
H  2.33471  2.70355  -0.79137
H  3.23818  4.40898  0.78330
H  5.28729  3.90930  2.08158
H  6.40784  1.72732  1.81867
H  6.63267  -0.39131  0.76367
H  5.98694  -0.50787  -0.88973
H  5.03756  -1.11487  0.45188
H  1.74477  -3.16703  -0.29920
H  1.22951  -5.58821  -0.33545
H  2.54822  -7.11172  -1.77640
H  4.38928  -6.21208  -3.16472
H  6.20003  -4.20014  -3.09635
H  5.42223  -2.60016  -3.12347
H  5.06816  -3.78144  -4.39159
C  0.93448  -0.18148  0.42653
C  1.70124  -0.08408  1.60913
C  2.44147  -1.16984  2.12325
C  3.17859  -1.04454  3.28460
C  3.21755  0.16212  3.97506
C  2.51875  1.25423  3.46694
C  1.77625  1.14039  2.31202
H  2.42311  -2.10475  1.57499
H  3.73389  -1.89600  3.66308
H  3.79889  0.25882  4.88423
H  2.56335  2.20449  3.98818
H  1.23544  1.98213  1.89862

Cartesian forces (eV/Å) of the 2 atoms listed first:
V 2.4042 2.4762 3.5577
C 0.0683 0.0835 0.1159

Summary:
total charge	-2
M	949.5	g/mol
calculated total energy	-5973.24912	a.u.
energy relative to the best compared isomer or geometry (same formula, charge and spin)	65.63	kcal per mole
frontier orbital gap (spin up / spin down)	0.1615 / 0.1614	hartree

No. 2
A molecular structure, C44H46InN6O4SSeSi. Source: OMol25; level of theory: ωB97M-V/def2-TZVPD.

Cartesian coordinates (Å):
In  0.19443  -0.39125  0.01151
O  0.49577  2.71904  -2.98006
C  -0.01928  1.80493  -2.27628
N  -0.24130  1.72775  -0.99633
C  -0.02165  2.73614  -0.05227
C  0.50841  3.99935  -0.30358
C  0.62494  4.92804  0.72605
C  0.20518  4.60665  2.00623
C  -0.31978  3.34925  2.28242
C  -0.42767  2.39667  1.27086
N  -0.91966  1.10359  1.41743
C  -1.59213  0.66416  2.46479
O  -1.82521  1.17467  3.57248
C  -2.23257  -0.68160  2.15944
C  -3.22256  -1.18602  2.99219
C  -3.83794  -2.37678  2.64994
C  -3.43358  -3.03832  1.49883
C  -2.41681  -2.47993  0.74150
N  -1.84068  -1.32558  1.06070
C  -0.48993  0.55610  -2.99693
C  -0.66875  0.56634  -4.37260
C  -1.08174  -0.59556  -4.99786
C  -1.28111  -1.73382  -4.23367
C  -1.06633  -1.66248  -2.86668
N  -0.70673  -0.53479  -2.25868
H  0.81449  4.24062  -1.31006
H  1.04139  5.90683  0.51840
H  0.29090  5.33444  2.80501
H  -0.64079  3.08365  3.27808
H  -3.47576  -0.62021  3.87749
H  -4.62272  -2.78825  3.27354
H  -3.88095  -3.97469  1.19414
H  -2.01221  -2.97085  -0.13336
H  -0.47070  1.48090  -4.91349
H  -1.22934  -0.61892  -6.07077
H  -1.57714  -2.67238  -4.68199
H  -1.13326  -2.53087  -2.22803
C  2.57623  1.51158  2.20415
Si  2.57266  0.44791  0.63776
C  3.37950  1.54516  -0.67299
C  3.81183  -0.95739  0.93950
H  3.55649  1.45050  2.69251
H  1.80882  1.22235  2.92300
H  2.39987  2.55629  1.93765
H  4.32400  1.93592  -0.27716
H  2.74363  2.39510  -0.92850
H  3.59418  0.97918  -1.58001
H  4.78543  -0.54443  1.22630
H  3.94777  -1.55578  0.03515
H  3.47061  -1.61823  1.73982
O  0.81762  -1.37536  2.79402
S  0.18490  -1.72219  4.09338
C  0.94657  -3.27149  4.60228
C  0.34653  -4.03388  5.59075
C  0.92779  -5.23780  5.96379
C  2.08724  -5.67085  5.33493
C  2.66531  -4.90659  4.32830
C  2.09232  -3.70147  3.95396
C  0.97867  -0.69203  5.33030
C  0.25598  -0.30143  6.44392
C  0.86441  0.50969  7.39198
C  2.17175  0.93409  7.20167
C  2.87478  0.55649  6.06314
C  2.27821  -0.26118  5.11804
H  -0.56883  -3.69117  6.05937
H  0.46914  -5.84304  6.73506
H  2.53384  -6.61502  5.61962
H  3.55661  -5.25700  3.82393
H  2.49518  -3.10477  3.14389
H  -0.77853  -0.60399  6.55140
H  0.30989  0.82991  8.26437
H  2.64011  1.58014  7.93327
H  3.88394  0.91371  5.90410
H  2.78847  -0.54005  4.20421
C  5.05127  -0.67849  -5.64777
N  4.20656  0.43598  -5.29544
C  3.18863  0.40204  -4.37543
Se  2.65639  -1.04483  -3.39531
N  2.67580  1.65098  -4.32489
C  3.34362  2.48412  -5.19770
C  3.18364  3.82676  -5.49503
C  4.04562  4.37172  -6.43802
C  5.03119  3.60136  -7.05677
C  5.19044  2.25365  -6.75547
C  4.32680  1.71299  -5.81784
H  4.62913  -1.57138  -5.19248
H  6.06514  -0.52651  -5.27256
H  5.08003  -0.79240  -6.73253
H  1.86365  1.96473  -3.75445
H  2.41972  4.41463  -5.00443
H  3.95379  5.41864  -6.69609
H  5.68679  4.06336  -7.78336
H  5.95835  1.65672  -7.22952
C  2.07382  -4.01350  -0.88658
C  1.16972  -3.33204  0.13800
C  0.39414  -4.38033  0.93608
O  0.31899  -2.44812  -0.52324
H  2.75100  -4.73683  -0.42078
H  2.67165  -3.26793  -1.41511
H  1.45776  -4.53679  -1.62467
H  1.81844  -2.79616  0.84836
H  -0.30652  -4.90126  0.27420
H  -0.17842  -3.91610  1.73975
H  1.06169  -5.12696  1.37776

Cartesian forces (eV/Å) of the 2 atoms listed first:
In -0.1855 0.1119 -0.0557
O 0.0468 -0.0628 -0.0039

Summary:
total charge	-1
M	976.8	g/mol
calculated total energy	-5613.23256	a.u.
energy relative to the best compared isomer or geometry (same formula, charge and spin)	6.04	kcal per mole
frontier orbital gap	0.2349	hartree

- Among the records above, which one has the lowest total charge?
  C44H45AsO6SSbV

- The highest calculated total energy belongs to which entry?
  C44H46InN6O4SSeSi